1.
28
Properties=species:S:1:pos:R:3 method="wB97M-V/def2-TZVPD" e_above_lowest_ev=0.000 total_charge=+1 homo_lumo_gap_ha=0.39906 lumo_ev=-3.1901 smiles="CCO[C@@]1(C)[NH2+]N(C)C(=O)N1C"
C 2.940 1.110 -1.319
C 1.486 0.812 -1.008
O 1.449 0.164 0.287
C 0.324 -0.424 0.724
C 0.624 -1.281 1.938
N -0.699 0.766 1.182
N -1.584 0.896 0.090
C -2.820 1.611 0.305
C -1.573 -0.288 -0.681
O -2.346 -0.539 -1.550
N -0.516 -1.043 -0.250
C -0.186 -2.323 -0.850
H 3.369 1.748 -0.553
H 3.513 0.189 -1.364
H 3.006 1.615 -2.278
H 1.054 0.154 -1.766
H 0.899 1.736 -0.968
H 1.138 -0.692 2.693
H 1.295 -2.083 1.638
H -0.282 -1.720 2.345
H -1.180 0.527 2.068
H -0.145 1.622 1.337
H -3.367 1.231 1.173
H -2.622 2.675 0.422
H -3.426 1.456 -0.586
H 0.856 -2.341 -1.167
H -0.370 -3.134 -0.146
H -0.834 -2.446 -1.716

2.
72
Properties=species:S:1:pos:R:3 method="wB97M-V/def2-TZVPD" total_charge=+1 homo_lumo_gap_ha="0.23509 / 0.22547" multiplicity=2 lumo_ev="-3.5803 / -3.8585"
Cu 0.586 -1.191 1.752
Br 2.825 -0.291 2.052
C 3.659 -2.001 2.071
C 5.014 -2.066 2.120
C 5.619 -3.343 2.160
C 4.844 -4.464 2.163
C 3.429 -4.380 2.118
C 2.628 -5.548 2.147
C 1.272 -5.442 2.122
C 0.650 -4.171 2.044
C 1.368 -3.005 1.991
C 2.791 -3.117 2.054
H 5.615 -1.168 2.132
H 6.697 -3.418 2.195
H 5.301 -5.445 2.203
H 3.111 -6.516 2.198
H 0.657 -6.333 2.160
H -0.432 -4.164 2.016
S -0.175 0.903 0.775
C -1.676 0.415 0.273
N -2.544 1.199 -0.347
C -3.791 0.675 -0.900
C -3.549 -0.721 -1.398
N -3.041 -1.525 -0.280
C -3.430 -2.957 -0.294
C -2.729 -3.665 -1.424
C -3.422 -3.993 -2.583
C -2.765 -4.620 -3.634
C -1.416 -4.917 -3.526
C -0.720 -4.590 -2.369
C -1.372 -3.967 -1.318
C -2.161 -1.021 0.554
S -1.560 -1.838 1.894
C -2.291 2.633 -0.594
C -2.016 2.894 -2.052
C -2.918 3.630 -2.809
C -2.682 3.859 -4.160
C -1.543 3.345 -4.756
C -0.639 2.603 -4.004
C -0.870 2.379 -2.657
H -4.082 1.321 -1.727
H -4.576 0.704 -0.139
H -2.825 -0.741 -2.216
H -4.473 -1.178 -1.748
H -4.512 -2.984 -0.423
H -3.189 -3.378 0.677
H -4.480 -3.773 -2.660
H -3.309 -4.881 -4.531
H -0.905 -5.412 -4.341
H 0.331 -4.831 -2.278
H -0.829 -3.728 -0.411
H -1.461 2.932 0.043
H -3.184 3.168 -0.270
H -3.806 4.038 -2.338
H -3.387 4.439 -4.739
H -1.356 3.523 -5.806
H 0.253 2.206 -4.470
H -0.157 1.813 -2.070
C 2.782 6.655 1.147
N 2.522 5.263 1.465
C 2.373 4.612 2.633
S 2.000 2.955 2.606
N 2.499 5.217 3.824
C 2.951 6.534 4.242
H 2.742 6.744 0.064
H 3.771 6.981 1.469
H 2.023 7.320 1.560
H 2.415 4.634 0.689
H 2.347 4.555 4.568
H 3.049 7.217 3.411
H 3.920 6.459 4.739
H 2.230 6.956 4.941

Copy entry 1 word for word.
28
Properties=species:S:1:pos:R:3 method="wB97M-V/def2-TZVPD" e_above_lowest_ev=0.000 total_charge=+1 homo_lumo_gap_ha=0.39906 lumo_ev=-3.1901 smiles="CCO[C@@]1(C)[NH2+]N(C)C(=O)N1C"
C 2.940 1.110 -1.319
C 1.486 0.812 -1.008
O 1.449 0.164 0.287
C 0.324 -0.424 0.724
C 0.624 -1.281 1.938
N -0.699 0.766 1.182
N -1.584 0.896 0.090
C -2.820 1.611 0.305
C -1.573 -0.288 -0.681
O -2.346 -0.539 -1.550
N -0.516 -1.043 -0.250
C -0.186 -2.323 -0.850
H 3.369 1.748 -0.553
H 3.513 0.189 -1.364
H 3.006 1.615 -2.278
H 1.054 0.154 -1.766
H 0.899 1.736 -0.968
H 1.138 -0.692 2.693
H 1.295 -2.083 1.638
H -0.282 -1.720 2.345
H -1.180 0.527 2.068
H -0.145 1.622 1.337
H -3.367 1.231 1.173
H -2.622 2.675 0.422
H -3.426 1.456 -0.586
H 0.856 -2.341 -1.167
H -0.370 -3.134 -0.146
H -0.834 -2.446 -1.716

What did the second record say?
72
Properties=species:S:1:pos:R:3 method="wB97M-V/def2-TZVPD" total_charge=+1 homo_lumo_gap_ha="0.23509 / 0.22547" multiplicity=2 lumo_ev="-3.5803 / -3.8585"
Cu 0.586 -1.191 1.752
Br 2.825 -0.291 2.052
C 3.659 -2.001 2.071
C 5.014 -2.066 2.120
C 5.619 -3.343 2.160
C 4.844 -4.464 2.163
C 3.429 -4.380 2.118
C 2.628 -5.548 2.147
C 1.272 -5.442 2.122
C 0.650 -4.171 2.044
C 1.368 -3.005 1.991
C 2.791 -3.117 2.054
H 5.615 -1.168 2.132
H 6.697 -3.418 2.195
H 5.301 -5.445 2.203
H 3.111 -6.516 2.198
H 0.657 -6.333 2.160
H -0.432 -4.164 2.016
S -0.175 0.903 0.775
C -1.676 0.415 0.273
N -2.544 1.199 -0.347
C -3.791 0.675 -0.900
C -3.549 -0.721 -1.398
N -3.041 -1.525 -0.280
C -3.430 -2.957 -0.294
C -2.729 -3.665 -1.424
C -3.422 -3.993 -2.583
C -2.765 -4.620 -3.634
C -1.416 -4.917 -3.526
C -0.720 -4.590 -2.369
C -1.372 -3.967 -1.318
C -2.161 -1.021 0.554
S -1.560 -1.838 1.894
C -2.291 2.633 -0.594
C -2.016 2.894 -2.052
C -2.918 3.630 -2.809
C -2.682 3.859 -4.160
C -1.543 3.345 -4.756
C -0.639 2.603 -4.004
C -0.870 2.379 -2.657
H -4.082 1.321 -1.727
H -4.576 0.704 -0.139
H -2.825 -0.741 -2.216
H -4.473 -1.178 -1.748
H -4.512 -2.984 -0.423
H -3.189 -3.378 0.677
H -4.480 -3.773 -2.660
H -3.309 -4.881 -4.531
H -0.905 -5.412 -4.341
H 0.331 -4.831 -2.278
H -0.829 -3.728 -0.411
H -1.461 2.932 0.043
H -3.184 3.168 -0.270
H -3.806 4.038 -2.338
H -3.387 4.439 -4.739
H -1.356 3.523 -5.806
H 0.253 2.206 -4.470
H -0.157 1.813 -2.070
C 2.782 6.655 1.147
N 2.522 5.263 1.465
C 2.373 4.612 2.633
S 2.000 2.955 2.606
N 2.499 5.217 3.824
C 2.951 6.534 4.242
H 2.742 6.744 0.064
H 3.771 6.981 1.469
H 2.023 7.320 1.560
H 2.415 4.634 0.689
H 2.347 4.555 4.568
H 3.049 7.217 3.411
H 3.920 6.459 4.739
H 2.230 6.956 4.941